# 1
{
  "formula": "C35H56BeN6O3P",
  "method": "wB97M-V/def2-TZVPD",
  "species": ["H", "C", "H", "H", "H", "H", "H", "H", "N", "H", "H", "C", "C", "C", "C", "H", "C", "H", "H", "C", "N", "H", "H", "H", "C", "H", "C", "C", "H", "H", "H", "H", "H", "C", "O", "Be", "C", "P", "H", "C", "H", "H", "C", "H", "C", "H", "C", "H", "H", "C", "H", "H", "H", "N", "N", "H", "H", "H", "C", "H", "C", "C", "H", "C", "N", "H", "H", "H", "C", "C", "N", "H", "H", "C", "C", "C", "H", "C", "C", "O", "C", "H", "H", "C", "C", "H", "H", "H", "O", "H", "C", "H", "H", "H", "H", "H", "C", "H", "C", "C", "H", "H"],
  "xyz": [[1.779814, -4.133903, 5.311366], [-2.898350, 3.469877, -3.994541], [2.607819, 5.567128, 0.118296], [0.375702, -1.672524, -1.874853], [2.605919, -4.124714, -3.573863], [4.619409, 4.246555, 0.906637], [2.846670, -1.941592, 0.902117], [-4.342246, 2.365262, 0.025329], [-2.837477, -0.874315, 2.062694], [-0.904816, 7.244944, 0.569320], [3.783026, -5.278638, -1.644290], [-1.759281, 1.480958, -3.191345], [-3.386725, 3.712278, -2.713552], [-1.431655, -3.640196, 1.817972], [-3.201911, -5.067079, 2.881872], [1.598589, 0.031031, 1.430826], [-0.251895, -2.898165, 1.849698], [-0.313384, 3.921076, -1.671330], [-1.999819, -3.663390, 0.894216], [1.136408, -2.721752, -0.169787], [0.140567, -2.115677, 0.724469], [-4.029067, 4.568255, -2.545841], [3.860353, 3.491688, -0.484632], [-4.292570, 4.079857, -0.364201], [-1.844931, 1.000152, -0.740857], [-3.816615, 5.240940, -4.804467], [-0.904904, 0.013282, 3.107252], [1.883983, -3.713758, -2.862428], [-4.041751, -4.371183, 2.825792], [1.219168, 2.685087, -3.176708], [-2.346530, 1.231676, 0.201330], [-1.417996, -0.641889, -3.123837], [-0.277876, 6.464924, -0.877047], [3.708447, 3.758237, 0.561090], [-3.329656, -1.104822, 0.984579], [-0.468440, -0.656768, 0.645847], [3.535931, -3.488120, -0.452811], [0.883480, 3.865177, 0.401317], [0.046563, 0.310224, -3.078803], [-3.690389, 3.175962, -0.305584], [0.980806, 1.752569, -1.697235], [-2.182190, -0.568607, 4.529789], [-0.296616, 5.194002, 0.891342], [0.935169, -3.594560, -3.395291], [3.045366, -4.846689, -0.962029], [2.450192, 5.021062, 1.778761], [1.396212, 2.679397, -2.100278], [-1.755416, 2.134210, -5.216909], [1.654948, -0.799403, -1.023394], [0.044447, -3.560547, 4.175101], [1.350632, -5.637948, -2.040830], [-3.340925, -5.691363, 3.763258], [1.404659, -2.313027, 3.077499], [0.733895, 0.561349, 1.507745], [-1.311102, -0.085320, 4.358560], [0.525531, -4.775479, 0.133236], [-0.695679, 0.151158, 5.117626], [0.852218, 1.534379, 1.185704], [2.500898, -2.913077, 0.518117], [0.965783, 0.721429, 3.583502], [-3.244470, 4.377211, -5.136245], [0.676284, -4.087811, -0.704142], [-3.248461, -5.705747, 1.999451], [0.474799, -2.874781, 3.043165], [-1.570216, -0.324676, 1.995186], [2.474981, 2.649560, -1.945334], [2.486722, -1.663632, -3.187388], [-0.198015, 5.303693, 1.975057], [1.335762, -1.795114, -1.370791], [-1.898153, -4.318882, 2.939031], [0.299737, 0.563761, 2.844885], [-0.293282, -3.961944, -1.197843], [-2.340482, 4.728862, -5.635119], [2.371163, -2.355932, -2.347891], [-0.949172, 0.260817, -3.517325], [-2.233822, 1.766727, -1.885572], [2.932771, -5.541302, -0.124322], [-0.150456, 6.548221, 0.202593], [2.501463, 4.676572, 0.741558], [-0.958258, 0.129666, -0.720969], [0.756688, 3.897716, -1.437329], [2.388944, -3.579546, 1.377051], [-0.847253, 0.161772, -4.596267], [1.704569, -4.669261, -1.679652], [3.712911, -2.530014, -1.633002], [4.079226, -1.560309, -1.277796], [0.824831, 6.995364, 0.392936], [-1.500421, -4.802579, 4.988706], [-3.375638, -1.072354, 3.137315], [3.594015, 2.831505, 1.128034], [-2.103673, 2.345570, -4.212503], [-3.834837, 3.839670, -5.880188], [0.317191, -3.959770, 6.276842], [-2.937044, 3.332876, 0.467447], [1.178379, -2.530578, 5.699702], [-1.300704, 4.795769, 0.723894], [-1.149475, -4.270243, 4.111282], [1.186303, 4.823187, -1.828266], [0.869380, -3.544680, 5.434910], [-3.084774, 2.875792, -1.654664], [4.460415, -2.921599, -2.328482], [4.489696, -3.613174, 0.066562]],
  "atomic_forces_ev_per_a": [[0.00, 0.00, 0.00], [0.00, -0.01, 0.00], [0.00, 0.00, 0.00], [-0.03, 0.02, -0.01], [0.00, 0.00, 0.00], [0.00, 0.00, 0.00], [0.01, -0.01, 0.00], [0.00, 0.00, 0.00], [0.01, -0.01, 0.01], [0.00, 0.00, 0.00], [0.00, 0.00, 0.00], [-0.01, -0.02, -0.02], [0.01, 0.00, 0.01], [-0.03, -0.01, 0.00], [0.00, 0.00, 0.00], [0.00, 0.00, 0.00], [0.00, 0.04, 0.02], [0.01, 0.00, -0.01], [0.00, 0.01, 0.00], [0.00, -0.02, 0.00], [0.01, 0.00, -0.04], [0.00, 0.00, 0.00], [0.00, 0.00, 0.02], [0.00, 0.00, 0.00], [0.03, 0.04, 0.02], [0.00, 0.00, 0.00], [0.00, 0.02, 0.00], [0.00, 0.00, 0.00], [0.00, 0.00, 0.00], [0.00, 0.00, 0.00], [-0.01, 0.00, 0.00], [0.00, 0.01, -0.01], [0.00, 0.00, 0.00], [0.01, 0.00, -0.01], [0.00, 0.00, -0.02], [-0.06, -0.06, -0.02], [0.01, 0.00, 0.00], [-0.03, 0.00, -0.01], [0.01, -0.01, 0.00], [0.00, -0.02, 0.01], [0.00, 0.00, 0.01], [0.00, 0.00, 0.00], [0.01, 0.00, 0.01], [0.00, 0.00, 0.00], [-0.01, 0.00, 0.00], [0.00, 0.00, 0.00], [0.02, -0.01, 0.00], [0.00, 0.00, 0.00], [0.00, -0.01, 0.00], [0.00, 0.00, -0.02], [0.00, 0.00, 0.00], [0.00, 0.00, 0.00], [-0.01, 0.00, 0.01], [0.05, 0.02, 0.05], [-0.02, -0.01, -0.01], [0.00, 0.00, 0.00], [0.00, -0.01, 0.00], [0.00, 0.01, -0.01], [0.00, -0.01, 0.00], [-0.01, 0.02, 0.00], [0.01, 0.00, 0.00], [0.00, 0.00, 0.00], [0.00, 0.00, 0.00], [0.01, 0.00, 0.00], [-0.01, 0.01, 0.02], [-0.02, 0.00, -0.01], [0.00, 0.00, 0.00], [0.00, 0.00, 0.00], [0.02, 0.02, 0.00], [0.00, 0.00, 0.01], [0.00, -0.03, -0.01], [0.00, 0.00, 0.00], [0.00, 0.00, 0.00], [0.00, 0.00, -0.01], [0.01, -0.02, 0.00], [0.00, 0.01, 0.00], [0.00, 0.00, 0.00], [0.00, 0.00, 0.00], [0.01, 0.00, 0.01], [-0.01, 0.01, 0.02], [-0.02, 0.01, 0.00], [0.01, 0.00, -0.01], [-0.01, 0.00, 0.00], [0.00, 0.00, 0.00], [0.00, 0.00, 0.00], [0.00, 0.00, 0.00], [0.00, 0.00, 0.00], [0.00, 0.00, 0.00], [0.02, 0.01, 0.01], [0.00, 0.00, 0.00], [0.00, 0.01, 0.00], [0.00, 0.00, 0.00], [0.00, 0.00, 0.00], [0.00, 0.00, 0.00], [0.01, 0.00, 0.00], [0.00, 0.00, -0.01], [0.00, 0.00, 0.01], [0.01, 0.00, 0.01], [-0.01, 0.01, 0.01], [-0.03, 0.00, 0.00], [0.00, 0.00, 0.00], [0.00, 0.00, 0.00]],
  "de_lowest_kj_mol": 0.00,
  "homo_lumo_gap_ha": 0.2471,
  "total_charge": 1,
  "lumo_energy_ev": -3.33
}


# 2
{
  "formula": "C35H56Br4O24",
  "method": "wB97M-V/def2-TZVPD",
  "species": ["H", "H", "O", "H", "Br", "H", "H", "H", "C", "O", "O", "O", "H", "H", "C", "C", "O", "H", "H", "H", "H", "C", "O", "O", "O", "C", "H", "H", "H", "C", "H", "O", "C", "C", "H", "C", "H", "H", "C", "H", "H", "C", "H", "C", "C", "H", "H", "C", "H", "O", "O", "H", "H", "C", "H", "O", "H", "H", "C", "O", "C", "O", "H", "O", "C", "H", "H", "C", "O", "H", "H", "H", "O", "H", "C", "H", "H", "C", "H", "H", "C", "Br", "C", "O", "C", "H", "Br", "O", "H", "C", "C", "C", "O", "H", "C", "H", "H", "Br", "C", "H", "O", "O", "H", "H", "C", "C", "O", "C", "C", "H", "H", "C", "H", "H", "C", "H", "H", "H", "O"],
  "xyz": [[-0.484319, -7.662642, -0.241204], [0.275447, 4.410646, 1.005252], [0.818044, -1.547648, -1.593780], [-2.049006, -1.198055, 3.579380], [0.498740, -6.518771, 2.276110], [3.129334, -1.923178, -2.516201], [-3.873916, 0.423497, -1.628493], [1.875284, -6.442619, 0.170264], [0.165026, 0.701305, -1.794263], [0.975301, 1.224359, 1.690913], [5.633706, 0.251138, 4.344906], [-0.867168, -2.345484, -0.415382], [-3.398672, 1.927752, -2.467970], [-0.289674, 1.581281, -1.339108], [6.758382, 0.308476, 3.651043], [0.929366, 1.875041, 2.703746], [7.860261, 0.094381, 4.051488], [0.218691, 1.920021, 5.623499], [1.649995, -2.313778, -5.863146], [-1.095924, -2.371172, -4.681741], [-6.256443, -0.435907, -0.072973], [1.095251, -1.376461, -5.860782], [-0.121748, -0.456749, 3.211269], [-5.123131, -1.583481, -2.701620], [-0.109023, 1.922803, 3.532837], [-0.486645, -1.900495, 5.012395], [1.117695, 0.972938, -2.244260], [4.616761, -1.625731, -1.676761], [1.046592, -1.088018, -4.808343], [4.024595, -2.410491, -2.140390], [2.367283, 2.225240, 5.025213], [-4.030666, -3.267226, -1.689114], [0.133996, -2.676316, -1.241844], [4.485512, 0.568794, 3.552468], [-1.244464, -1.813489, 5.793611], [3.764311, -3.585967, -1.229603], [4.774056, 0.677311, 0.037059], [0.833217, 3.513958, -0.396115], [2.058494, 4.390109, 4.876088], [-1.441078, -3.559474, 2.956989], [3.940518, 1.444199, 3.895355], [-1.004682, -1.512634, 3.614912], [-0.333185, 3.472538, 4.881740], [5.143803, 0.939523, 2.191974], [-4.942273, -2.315439, -1.758054], [3.444880, 0.173179, 1.110547], [1.081576, -0.220476, -0.079937], [-5.739545, 3.026094, -2.610514], [0.836040, -5.008087, 0.396774], [6.506924, 0.601124, 2.349139], [-5.291920, 2.795336, -0.272232], [0.469545, 6.990850, 0.725895], [-2.271913, -3.772558, -2.709274], [0.466828, 4.485418, -0.065179], [3.134695, 4.528774, 4.751147], [0.330369, -3.766237, -1.665047], [-1.819038, -0.509636, -0.472731], [3.809851, -0.282995, 3.522188], [-1.394364, -2.023971, -5.674082], [0.524917, -0.943430, 5.272092], [-3.350011, -3.707211, -2.849864], [-2.422805, -1.067597, -5.491309], [-0.526771, 0.348619, -2.566644], [1.516057, 0.724434, 4.130377], [3.104586, 6.002704, 1.400833], [-3.759945, -4.683974, -3.117746], [-0.766273, -0.768321, 0.982064], [-1.961165, 0.149160, -5.841791], [-2.556651, 1.167798, -5.728500], [-5.361380, 2.744574, -3.593050], [1.677196, -0.632750, -6.407922], [-3.507930, -3.073208, -3.723017], [2.664884, 4.977876, 0.664076], [5.068811, 2.028852, 2.141029], [-5.329352, 2.034418, -1.513704], [-0.274781, -1.359423, -7.541602], [2.043120, 5.357990, -1.254978], [0.327094, -0.459300, -0.833078], [4.897183, -0.793469, 1.035594], [-1.415533, -2.352672, 1.696112], [1.434479, 6.887133, 0.220288], [4.911691, -2.978634, -3.805543], [0.874508, -6.094141, 0.403564], [-3.799660, 3.224095, 1.360401], [-4.085635, 2.700309, 0.333752], [-0.405766, 4.798581, -0.636761], [-1.972405, -5.797762, -0.018897], [-3.256132, 1.948057, -0.411480], [1.860600, 4.528891, 5.941386], [1.745051, 2.946395, 4.497313], [0.250094, 2.563270, 4.747013], [-0.936276, -2.650180, 2.630469], [1.896086, 2.704051, 3.083199], [-7.127749, -1.088391, -1.449408], [0.699749, -0.148640, 4.220328], [-6.066258, 1.244418, -1.399653], [0.100391, -2.900817, 2.391218], [3.224502, -2.939890, 0.559511], [4.528774, 0.230020, 0.998905], [-6.808843, 3.219924, -2.612189], [3.949351, 5.944094, 2.260454], [2.442988, 7.122704, 1.174095], [-5.238105, 3.965688, -2.367696], [4.695602, -4.137217, -1.135270], [-3.888271, 1.512096, -1.594567], [-6.661317, -1.355866, -0.504239], [-0.701563, 0.077903, -6.240257], [-0.260272, -6.623551, -0.462143], [-0.904758, -0.954184, -0.079270], [-0.040433, -6.448099, -1.511291], [1.607001, 5.238682, 4.364372], [1.620038, 5.448477, -0.252834], [1.392660, 7.532772, -0.657380], [-7.403422, -1.656325, 0.231573], [-0.289914, -1.282681, -6.453217], [2.910378, -4.191810, -1.512034], [-1.696490, -2.918073, -6.221866], [-0.111279, -2.923045, 5.073472], [-5.682193, -2.374184, -0.648311]],
  "atomic_forces_ev_per_a": [[0.39, -0.14, -0.31], [-0.37, 0.05, -0.07], [-0.37, -1.77, -0.03], [0.19, 0.68, 0.51], [0.35, -0.14, 0.06], [-0.20, -0.22, 0.28], [0.13, 0.02, -0.14], [-0.13, -0.26, -0.14], [-0.74, -0.30, 0.01], [-0.38, 0.92, -0.35], [-0.86, 0.15, 1.20], [-0.54, -0.80, 0.54], [0.33, -0.02, -0.09], [0.11, -0.08, 0.23], [1.00, -0.17, -1.10], [0.52, 0.13, -1.53], [-0.32, 0.01, 0.36], [-0.53, -0.16, -0.15], [-0.45, -0.27, -0.48], [0.40, 0.20, -0.05], [0.48, -0.12, -0.15], [0.44, 0.44, 0.17], [-0.40, -1.04, 0.78], [0.03, 0.23, 0.41], [-3.23, 2.35, -0.30], [-1.06, -0.03, 0.14], [0.00, -0.02, -0.01], [0.36, -0.29, -0.01], [-0.04, 0.18, -0.04], [-0.53, 0.57, -0.50], [0.24, 0.76, 0.08], [0.43, -0.26, 0.82], [-0.26, 1.96, -0.11], [0.73, 0.04, -1.06], [0.00, 0.15, -0.11], [0.08, 0.40, 0.11], [0.09, 0.08, 0.06], [-0.32, -0.10, -0.04], [1.19, -0.27, 0.30], [-0.01, 0.10, 0.31], [0.21, -0.19, 0.50], [-0.25, -1.25, -0.01], [-0.30, -0.18, 0.00], [-1.24, 0.49, 0.05], [-0.37, -0.23, -1.00], [-0.03, 0.24, -0.06], [0.08, 0.03, -0.17], [0.72, 0.02, 0.39], [0.29, -0.05, -0.18], [0.17, -0.07, 0.22], [-0.10, -0.36, 0.23], [0.03, 0.01, 0.01], [-0.14, -0.07, 0.60], [0.58, 0.22, -0.08], [0.02, 0.13, 0.03], [0.38, -0.63, -0.28], [-0.15, -0.14, 0.18], [0.13, -0.13, -0.03], [0.64, -0.83, -0.38], [0.58, 0.36, 0.42], [-0.11, -0.15, -1.28], [-0.48, -0.27, -0.46], [0.10, 0.22, -0.23], [2.03, -5.14, 2.15], [1.45, -0.81, 1.98], [0.23, -0.05, 0.21], [-0.22, -0.08, -0.19], [-0.04, 0.19, 0.62], [-0.61, 0.32, 0.06], [-0.31, -0.30, -0.04], [0.29, -0.07, 0.24], [-0.27, 0.37, 0.27], [0.01, 0.36, -0.49], [0.11, -0.03, -0.46], [-0.07, 1.05, 0.10], [-0.24, -0.78, 0.09], [-0.06, 0.25, 0.00], [1.07, 1.87, 0.68], [0.05, -0.01, -0.18], [0.03, -0.37, 0.41], [-1.73, -0.43, -0.53], [-0.04, -0.03, 0.44], [-1.12, 0.63, 0.44], [0.08, -0.06, 0.06], [-0.55, 0.18, -0.33], [-0.10, -0.12, 0.10], [0.14, 0.22, -0.25], [0.55, 0.01, 0.34], [-0.05, -0.14, 0.05], [-1.06, 1.64, 0.13], [1.25, 1.39, -0.41], [0.20, -0.12, -0.80], [0.57, 1.34, 0.29], [-0.03, -0.26, -0.06], [0.23, -1.35, -0.89], [0.09, -0.06, 0.03], [0.03, -0.09, 0.08], [0.07, -0.29, -0.32], [0.16, -0.13, 0.47], [-0.02, -0.16, -0.12], [-0.47, -0.36, -0.93], [-0.39, 1.18, -1.00], [-0.05, 0.06, -0.04], [-0.24, -0.27, 0.34], [-0.70, -0.39, -0.59], [-0.41, 0.86, 0.33], [0.68, 0.39, -0.44], [0.22, -0.27, 0.48], [0.76, 0.31, -1.40], [-0.19, 0.02, -0.02], [-0.50, -0.51, -0.42], [0.72, -0.85, 0.76], [0.66, 0.51, 0.38], [0.03, -0.56, -0.23], [0.04, 0.27, 0.89], [0.22, -0.11, -0.35], [-0.58, 0.24, -0.05], [0.39, 0.18, -0.25], [0.14, 0.22, 0.27]],
  "homo_lumo_gap_ha": 0.3740,
  "smiles": "C[C@H]1COC(=O)O1.C[C@H]1COC(=O)O1.C[C@H]1COC(=O)O1.C[C@H]1COC(=O)O1.C[C@H]1COC(=O)O1.C[C@H]1COC(=O)O1.C[C@H]1COC(=O)O1.COC(=O)OC.BrCCBr.BrCCBr",
  "lumo_energy_ev": 0.19
}